DFT (the ωB97M-V functional and the def2-TZVPD basis) results for C26H36ClNO8SSiW as an isolated structure.

Element x y z (Å)
W  -1.3159  0.7534  0.2225
O  -6.5623  -0.3288  3.3745
C  -5.4056  -0.0778  2.7392
C  -4.4506  0.8131  3.2377
C  -3.3046  0.9949  2.5001
N  -3.1090  0.3542  1.3590
C  -3.9962  -0.5133  0.8854
C  -5.1732  -0.7678  1.5428
C  -3.4959  -1.1690  -0.3868
O  -4.1486  -1.9457  -1.0292
O  -2.2554  -0.7912  -0.6436
C  -2.1102  1.8586  2.8585
O  -2.0771  2.5430  3.8454
O  -1.1487  1.7085  1.9699
H  -6.6277  0.1935  4.1824
H  -4.5755  1.3475  4.1712
H  -5.8843  -1.4808  1.1509
C  -0.2170  -3.1166  1.0323
C  0.1972  -1.9399  1.9000
C  1.5446  -2.1959  2.5560
C  -0.8521  -1.6345  2.9541
O  0.2840  -0.7505  1.0439
Si  1.6057  -0.1767  0.1762
S  0.6797  1.3769  -0.9003
O  2.6736  0.2987  1.2933
C  3.8277  1.1607  1.2107
C  4.4695  1.0586  -0.1662
C  4.7830  0.6693  2.2862
C  3.3655  2.5820  1.4983
O  2.2545  -1.3540  -0.7272
C  2.0908  -1.8128  -2.0905
C  0.6179  -1.9155  -2.4673
C  2.7480  -3.1842  -2.1253
C  2.8170  -0.8445  -3.0131
H  -0.4002  -3.9917  1.6584
H  0.5736  -3.3615  0.3228
H  -1.1266  -2.8868  0.4768
H  1.4633  -3.0822  3.1872
H  1.8504  -1.3490  3.1689
H  2.3187  -2.3827  1.8101
H  -0.8889  -2.4474  3.6801
H  -1.8419  -1.5448  2.5048
H  -0.6070  -0.7095  3.4778
H  4.7518  0.0273  -0.3825
H  5.3640  1.6821  -0.2066
H  3.7857  1.4075  -0.9444
H  5.0786  -0.3621  2.0879
H  4.2999  0.7115  3.2631
H  5.6794  1.2907  2.3144
H  2.6641  2.9198  0.7346
H  4.2173  3.2643  1.5164
H  2.8639  2.6215  2.4658
H  0.0693  -2.5250  -1.7493
H  0.5261  -2.3848  -3.4485
H  0.1500  -0.9331  -2.5207
H  2.2222  -3.8752  -1.4645
H  3.7857  -3.1126  -1.7970
H  2.7273  -3.5914  -3.1372
H  2.3669  0.1481  -2.9610
H  2.7513  -1.1923  -4.0455
H  3.8704  -0.7726  -2.7385
Cl  -0.8090  4.6547  -1.5799
C  -1.3000  3.4111  -2.7034
C  -0.8454  3.5101  -4.0091
C  -1.1921  2.5384  -4.9325
C  -1.9984  1.4791  -4.5376
C  -2.4433  1.3983  -3.2297
C  -2.1044  2.3585  -2.2707
C  -2.5430  2.1839  -0.8507
H  -0.2205  4.3472  -4.2895
H  -0.8349  2.6112  -5.9513
H  -2.2810  0.7140  -5.2493
H  -3.0632  0.5623  -2.9255
H  -3.5737  1.8080  -0.8601
H  -2.5549  3.1413  -0.3252

Values from the calculation:
Energy relative to the best compared isomer or geometry (same formula, charge and spin): 0.000 eV
Expectation value of S²: 2.01
Calculated total energy: -78486.0205 eV
Spin multiplicity: 3

For reference, the Mulliken charges in units of e are:
1 W 2.6826
2 O -0.5317
3 C 0.9838
4 C -0.5836
5 C 0.2363
6 N 0.0661
7 C 0.6049
8 C -0.8802
9 C -0.0762
10 O -0.6859
11 O -0.7141
12 C 0.1149
13 O -0.6795
14 O -0.7600
15 H 0.3105
16 H 0.4734
17 H 0.6070
18 C -1.1933
19 C 1.7459
20 C -1.8122
21 C -1.6580
22 O 0.1613
23 Si -0.6820
24 S -0.7339
25 O -0.2552
26 C 1.5711
27 C -1.2786
28 C -1.7512
29 C -1.5945
30 O 0.3419
31 C 1.8903
32 C -1.3171
33 C -1.7321
34 C -1.5750
35 H 0.4787
36 H 0.0575
37 H 0.0586
38 H 0.5366
39 H 0.3447
40 H 0.2697
41 H 0.5751
42 H 0.2229
43 H 0.3081
44 H 0.2417
45 H 0.5740
46 H 0.2142
47 H 0.3777
48 H 0.3300
49 H 0.4385
50 H 0.2474
51 H 0.4566
52 H 0.3541
53 H 0.2061
54 H 0.6012
55 H 0.0877
56 H 0.3391
57 H 0.3546
58 H 0.4086
59 H 0.1976
60 H 0.4952
61 H 0.3331
62 Cl -0.2067
63 C 0.8606
64 C -0.6024
65 C -0.4332
66 C -0.9006
67 C -0.1260
68 C -0.1951
69 C -1.4756
70 H 0.4316
71 H 0.3940
72 H 0.4180
73 H 0.3150
74 H 0.4714
75 H 0.6445

DFT (the ωB97M-V functional and the def2-TZVPD basis) results for C13H20OS in the gas phase.

Element x y z (Å)
C  -4.5402  -0.7502  1.5261
C  -3.9548  -0.1577  0.1243
C  -2.4783  0.3473  0.1716
C  -2.0985  0.8279  -1.1455
C  -0.6557  1.1069  -1.2464
C  0.2163  0.1035  -1.4925
H  1.2230  0.3806  -1.3242
H  0.0322  -0.0922  -2.6907
S  0.0789  -1.3589  -0.6764
O  1.1062  -2.3430  -1.2460
C  0.9372  -0.5960  1.0048
C  2.2785  -0.2728  0.5876
C  3.3721  -1.5087  0.2853
C  4.6514  -0.8539  0.0836
C  4.9541  0.3850  -0.1397
C  3.9394  1.3284  0.4075
C  2.7609  0.8162  0.6750
H  1.9470  1.6790  0.9320
H  4.3689  2.5168  0.1763
H  5.9359  0.7475  -0.1673
H  5.3245  -1.6974  -0.2751
H  2.9698  -2.2774  0.5903
H  0.9622  -1.5527  1.6946
H  0.3141  0.0476  1.5717
H  -0.4215  1.7941  -0.3320
H  -0.4574  2.1586  -1.7752
H  -2.2985  -0.0440  -1.9272
H  -2.7351  1.8957  -1.3702
H  -2.1228  -0.6592  0.5599
H  -2.4748  0.9511  1.0702
H  -4.2296  -0.7659  -0.7250
H  -4.7466  0.7017  -0.2423
H  -4.4510  0.0056  2.2738
H  -5.6614  -1.1588  1.3495
H  -4.0465  -1.7047  1.6916

Values from the calculation:
Energy relative to the best compared isomer or geometry (same formula, charge and spin): 10.242 eV
Calculated total energy: -26677.6290 eV
Spin multiplicity: 1

For reference, the natural (NBO) charges in units of e are:
1 C -0.6189
2 C -0.3749
3 C -0.4653
4 C -0.4032
5 C -0.4371
6 C -0.6958
7 H 0.2630
8 H 0.2437
9 S 1.2212
10 O -0.9411
11 C -0.5604
12 C -0.0496
13 C -0.0609
14 C -0.2474
15 C -0.2293
16 C -0.1522
17 C -0.2875
18 H 0.1720
19 H 0.2268
20 H 0.2188
21 H 0.2091
22 H 0.1774
23 H 0.2321
24 H 0.2364
25 H 0.2054
26 H 0.2406
27 H 0.2112
28 H 0.2250
29 H 0.2207
30 H 0.2151
31 H 0.2045
32 H 0.1740
33 H 0.2081
34 H 0.2132
35 H 0.2054

DFT (the ωB97M-V functional and the def2-TZVPD basis) results for a 14-piece molecular cluster, C27H86N22O14 overall.

Element x y z (Å)
C  -3.1037  -0.5016  -3.0800
C  -3.9544  -1.7723  -2.8614
C  -4.4375  -1.9822  -1.4089
O  -3.3147  -2.5217  -0.6984
C  -3.1812  -3.9455  -0.8970
N  -4.9555  -1.7434  -3.9047
H  -3.0200  -0.3478  -4.1559
H  -2.0928  -0.6116  -2.6876
H  -3.4766  0.3152  -2.4620
H  -3.2779  -2.5344  -3.2483
H  -5.3040  -2.6433  -1.4231
H  -4.9079  -1.0831  -1.0110
H  -2.4796  -4.3669  -0.1770
H  -2.8319  -4.1543  -1.9081
H  -4.1212  -4.4884  -0.7973
H  -5.3951  -0.8343  -3.9260
H  -4.5167  -1.7446  -4.8143
C  1.1324  -4.1852  0.5700
C  2.2032  -4.3912  -0.5141
C  2.0201  -3.5395  -1.7990
O  0.9590  -4.0944  -2.6375
C  0.1318  -3.2119  -3.3436
N  3.4955  -4.2295  0.2048
H  1.1250  -3.1741  0.9772
H  1.2997  -4.9830  1.2936
H  0.1502  -4.2497  0.1018
H  2.2220  -5.4569  -0.7419
H  2.9006  -3.7882  -2.3914
H  2.1477  -2.4634  -1.6810
H  -0.6592  -3.8229  -3.7784
H  0.6049  -2.6313  -4.1356
H  -0.3767  -2.5496  -2.6430
H  3.5637  -5.0345  0.8111
H  4.3671  -4.3791  -0.2830
C  2.4286  -1.3344  5.0165
C  1.1960  -1.2364  4.0616
C  -0.0390  -1.9709  4.4739
O  -1.1190  -1.9372  3.5000
C  -2.2686  -2.6904  3.8677
N  0.8682  0.1828  3.9100
H  2.1986  -0.8355  5.9579
H  3.4069  -0.9421  4.7390
H  2.5685  -2.3757  5.3069
H  1.5509  -1.5375  3.0759
H  -0.3202  -1.6062  5.4619
H  0.2552  -3.0167  4.5620
H  -2.9442  -2.0965  4.4833
H  -2.0795  -3.7069  4.2129
H  -2.8453  -2.8151  2.9512
H  1.6156  0.6991  3.4685
H  0.1321  0.2852  3.2261
C  2.5948  1.3957  -4.5779
C  1.4192  1.0814  -3.7188
C  0.1741  1.9690  -3.9665
O  -0.7279  1.9798  -2.8788
C  -1.9466  2.7230  -3.1128
N  1.0548  -0.2417  -3.9813
H  2.7384  2.4754  -4.6203
H  2.4558  0.9857  -5.5783
H  3.5343  1.0037  -4.1885
H  1.6523  1.1471  -2.6560
H  -0.3862  1.6097  -4.8297
H  0.4056  3.0148  -4.1684
H  -2.4721  2.5122  -4.0442
H  -1.7431  3.7935  -3.0847
H  -2.5577  2.5596  -2.2251
H  0.2630  -0.3799  -3.3697
H  0.7791  -0.3359  -4.9483
C  -1.9351  3.3207  2.0697
C  -2.6056  3.5316  0.6793
O  -2.6175  4.8658  0.3383
H  -0.8644  3.5238  2.0901
H  -2.0793  2.2501  2.2152
H  -2.3462  3.9240  2.8791
H  -3.6428  3.1965  0.6842
H  -2.1626  2.8183  -0.0157
H  -3.3324  5.2235  0.8700
C  -0.6986  -0.1266  0.5164
O  0.3154  0.2195  1.1008
N  -1.1453  0.3291  -0.6084
N  -1.4748  -1.0710  1.0193
H  -0.5972  0.9549  -1.1810
H  -2.0259  -0.0756  -0.8929
H  -2.2156  -1.5198  0.4997
H  -1.1232  -1.3857  1.9123
C  -0.1331  1.8806  6.9374
O  -0.3708  2.4191  7.9575
N  1.0541  1.8293  6.4391
N  -0.9589  1.2197  6.2202
H  1.1725  1.3983  5.5334
H  1.7946  2.2872  6.9509
H  -1.9455  1.2449  6.4350
H  -0.6839  0.8764  5.3110
C  -5.1030  0.2488  2.2930
O  -5.3451  0.3107  1.1354
N  -4.0936  -0.4736  2.7331
N  -5.9220  0.5178  3.2534
H  -3.5006  -0.7582  1.9667
H  -3.8522  -0.6147  3.7036
H  -5.8749  0.1956  4.2095
H  -6.7443  0.9134  2.8205
C  5.3672  1.8103  -1.8755
O  5.9177  0.7447  -1.6602
N  4.8442  2.4503  -0.8728
N  5.4120  2.4853  -2.9310
H  4.7304  1.9528  -0.0012
H  4.3372  3.3179  -0.9743
H  5.8825  2.1229  -3.7480
H  4.9892  3.3914  -3.0736
C  4.0033  -0.6885  0.8974
O  4.3539  0.3612  1.3865
N  4.8572  -1.5942  0.4563
N  2.8021  -1.1043  0.7311
H  4.5343  -2.4695  0.0692
H  5.8309  -1.4339  0.6715
H  2.6643  -2.0963  0.6000
H  2.0304  -0.5172  1.0137
C  4.4715  -1.8962  -4.1623
O  5.4934  -2.4072  -4.5195
N  4.3366  -1.3811  -2.9910
N  3.3339  -1.8208  -4.8566
H  5.1198  -1.3815  -2.3533
H  3.4318  -1.0530  -2.6846
H  3.3029  -2.2783  -5.7565
H  2.5652  -1.3139  -4.4415
C  -6.2186  2.0846  -2.8286
O  -5.8912  1.1220  -3.4597
N  -6.9299  3.0437  -3.3749
N  -6.0173  2.2541  -1.5429
H  -7.3286  2.9307  -4.2960
H  -7.2733  3.7122  -2.7002
H  -6.4201  3.0282  -1.0342
H  -5.6931  1.4551  -1.0171
C  3.8935  2.1721  4.0526
O  3.5808  2.7310  5.1287
N  5.0466  1.7423  3.6745
N  3.1337  2.0653  3.0213
H  5.8821  1.8024  4.2388
H  5.1109  1.1416  2.8651
H  3.5388  1.4678  2.3148
H  2.1949  2.4367  3.0497
C  1.7189  3.6358  -0.6155
O  2.4182  4.3308  -1.3825
N  1.7639  2.3411  -0.3136
N  0.7419  4.1583  0.0779
H  2.5648  1.8608  -0.6983
H  1.0435  1.9030  0.2424
H  0.5482  5.1456  -0.0103
H  0.2780  3.5458  0.7334

Values from the calculation:
Energy relative to the best compared isomer or geometry (same formula, charge and spin): 5.595 eV
Calculated total energy: -90843.9573 eV
Spin multiplicity: 1

Results of the Mulliken charge analysis, in e, for atoms 1 through 99:
1 C 0.0403
2 C 1.1471
3 C -0.9132
4 O -0.2477
5 C -0.9285
6 N -0.9155
7 H 0.6712
8 H -0.9260
9 H -0.1434
10 H -0.2104
11 H 0.5056
12 H -0.0962
13 H 0.2628
14 H 0.2249
15 H 0.3845
16 H 0.4138
17 H 0.3110
18 C -0.8420
19 C -0.1442
20 C -0.0137
21 O -0.4693
22 C -0.1097
23 N -0.6426
24 H 0.1243
25 H 0.4404
26 H -0.0248
27 H 0.7037
28 H 0.2101
29 H 0.0278
30 H 0.3410
31 H 0.2491
32 H -0.3071
33 H 0.2257
34 H 0.2634
35 C -1.9149
36 C 2.2606
37 C -1.5058
38 O -0.2310
39 C -1.1505
40 N 0.1263
41 H 0.4674
42 H 0.2830
43 H 0.4642
44 H -0.7510
45 H 0.3785
46 H 0.5582
47 H 0.2814
48 H 0.3310
49 H 0.3294
50 H -0.6566
51 H -0.0005
52 C -1.5626
53 C 2.4635
54 C -1.6065
55 O 0.3339
56 C -0.8892
57 N 0.3121
58 H 0.4619
59 H 0.3046
60 H 0.1886
61 H -1.3572
62 H 0.3245
63 H 0.4834
64 H 0.3524
65 H 0.3518
66 H 0.0102
67 H -0.6085
68 H 0.3642
69 C -0.6058
70 C 0.3692
71 O -0.5664
72 H 0.2321
73 H -0.1230
74 H 0.5316
75 H 0.5351
76 H -0.5253
77 H 0.3994
78 C 1.1257
79 O -0.4568
80 N 1.7909
81 N 0.1740
82 H -0.8679
83 H -0.8754
84 H -0.0368
85 H 0.2512
86 C 0.4295
87 O -0.7292
88 N -0.1245
89 N -0.2413
90 H 0.2012
91 H 0.1410
92 H 0.1376
93 H 0.2319
94 C 0.5942
95 O -0.5745
96 N 0.0606
97 N -0.4438
98 H -0.2109
99 H 0.0972

no.,largest force on an atom (Eh/bohr)
1,0.0035
2,0.3109
3,0.1565